Formula: CH5BN2O3
Source: the OMol25 dataset
Level of theory: wB97M-V/def2-TZVPD

Element x y z (Å)
N -0.34436 -1.28416 -1.84175
C -0.52560 -0.12794 -1.02497
O -1.18745 0.81244 -1.34740
N 0.09409 -0.27520 0.14953
B 0.31652 0.73960 1.09408
O -0.65328 1.65136 1.33433
O 1.37927 0.66788 1.92405
H -0.41780 -2.11806 -1.38569
H -1.02288 -1.13604 -2.66798
H 0.50745 -1.14920 0.05190
H -0.24100 2.07405 2.04569
H 2.09504 0.14526 1.66822

Results
Electronic energy in eV: -10920.952
Largest force on an atom in eV Å⁻¹: 5.74
E_LUMO in hartree: 0.009
SMILES: NC(=O)NB(O)O
Relative energy (zero: lowest compared OMol25 entry of this formula, charge and spin) in eV: 0.3334
HOMO energy in eV: -10.022
Frontier orbital gap in Eh: 0.37715

Formula: C20H36NOP2Pt
Source: the OMol25 dataset
Level of theory: wB97M-V/def2-TZVPD

Element x y z (Å)
P -1.57443 1.12037 -2.06956
P -3.18886 0.06582 0.88676
C -3.21134 0.29637 -1.88178
C -3.96004 0.71791 -0.58554
H -3.06072 -0.79721 -1.95367
H -3.79239 0.58982 -2.77514
H -4.02745 1.82263 -0.49584
H -4.99130 0.32120 -0.63400
C -3.36604 -1.71053 1.09757
H -2.63572 -2.05621 1.84595
H -3.23241 -2.28287 0.17322
H -4.38605 -1.88665 1.46393
C -3.55448 0.79517 2.48698
H -4.57837 0.49610 2.76650
H -3.52158 1.89115 2.42309
H -2.81283 0.43930 3.21865
C -1.04145 0.79613 -3.73406
H -0.08130 1.30002 -3.91552
H -1.81840 1.20966 -4.39409
H -0.94837 -0.28084 -3.90789
C -1.99452 2.88285 -2.02945
H -2.38605 3.19213 -1.04968
H -2.76372 3.03282 -2.80700
H -1.08205 3.45340 -2.27261
Pt 1.69577 0.24522 -1.73564
C -0.29632 -0.44707 2.91904
C -0.35439 -1.73290 2.53412
C 0.45427 -2.04997 1.26086
C -0.28174 -1.95494 -0.08531
C -0.16789 -0.74246 -0.97583
C -0.65504 0.67928 -0.56342
C -1.13247 0.73977 0.86132
C -0.05884 0.69946 1.96244
C 3.11594 1.18453 -2.66917
H -0.26571 -0.15484 3.97377
H -0.63629 -2.54704 3.20434
H 0.88839 -3.05745 1.33782
H 1.31649 -1.38748 1.17475
H 0.04850 -2.80953 -0.70411
H -1.33362 -2.16601 0.11352
H -0.39939 -1.05014 -2.02545
H 0.14319 1.46472 -0.69417
H -1.52141 -0.31667 1.00143
H -1.69095 1.67323 1.02862
H 0.94265 0.67940 1.50279
H -0.09825 1.63021 2.53534
H 3.43273 1.99742 -1.99829
H 2.68387 1.60603 -3.58770
H 3.93460 0.46883 -2.83925
O 2.53546 0.46202 0.17576
N 3.71670 -0.12185 0.52314
C 4.14162 -1.22757 -0.13930
C 5.31857 -1.84397 0.27025
C 6.07882 -1.29948 1.30225
C 5.63465 -0.13092 1.92572
C 4.43448 0.44847 1.53587
H 3.52630 -1.57621 -0.97576
H 5.61835 -2.73725 -0.26714
H 6.98839 -1.79460 1.64448
H 6.22399 0.38328 2.67872
H 4.02846 1.37793 1.93743

Results
Electronic energy in eV: -46670.771
Largest force on an atom in eV Å⁻¹: 3.30
E_LUMO (alpha / beta) in hartree: 0.000 / -0.001
<S²>: 3.76
2S+1: 4
Relative energy (zero: lowest compared OMol25 entry of this formula, charge and spin) in eV: 4.0136
HOMO energy (alpha / beta) in eV: -2.332 / -5.951
Frontier orbital gap (alpha / beta) in Eh: 0.08538 / 0.21773

Formula: C4H12N4O8
Source: the OMol25 dataset
Level of theory: wB97M-V/def2-TZVPD

Element x y z (Å)
C 13.69695 -6.47420 19.00848
N 14.77765 -6.15453 19.99229
O 15.46537 -5.13880 19.79047
O 14.85335 -6.84773 20.99384
H 13.17866 -7.40471 19.24012
H 14.21841 -6.60740 18.06062
H 13.03474 -5.60925 18.97075
C 17.24509 -1.68959 15.58219
N 16.05915 -2.45740 14.98343
O 14.95077 -2.01171 15.25061
O 16.28424 -3.49846 14.40913
H 17.17961 -0.65303 15.25152
H 18.17614 -2.15250 15.25513
H 17.13459 -1.76611 16.66387
C 24.53642 -2.67690 18.50434
N 24.41809 -1.60772 19.60747
O 24.96073 -0.52804 19.39337
O 23.60866 -1.80220 20.51283
H 24.22121 -3.65422 18.86985
H 25.45311 -2.92165 17.96780
H 23.76903 -2.42412 17.77271
C 20.22767 -6.74031 10.87979
N 20.79570 -5.90104 11.98816
O 21.29111 -4.78902 11.84642
O 20.61354 -6.37441 13.14575
H 20.75480 -6.45595 9.96909
H 19.14045 -6.68483 10.93447
H 20.45996 -7.78421 11.09057

Results
Electronic energy in eV: -26670.651
Largest force on an atom in eV Å⁻¹: 3.85
E_LUMO in hartree: -0.006
SMILES: C[N+](=O)[O-].C[N+](=O)[O-].C[N+](=O)[O-].C[N+](=O)[O-]
Relative energy (zero: lowest compared OMol25 entry of this formula, charge and spin) in eV: 1.3109
HOMO energy in eV: -11.115
Frontier orbital gap in Eh: 0.40234

Formula: C4H5NO
Source: the OMol25 dataset
Level of theory: wB97M-V/def2-TZVPD

Element x y z (Å)
H -1.73225 -0.99866 1.14505
N -1.84829 0.02279 1.20889
C -0.97819 0.31378 0.31954
C -0.14730 -0.70610 -0.48252
C 0.79284 0.19907 -1.19852
C 0.35629 0.67403 0.14530
O 1.21428 0.88496 1.14502
H -0.89074 -1.34468 -0.89557
H 1.86460 -0.01591 -1.15739
H 0.45882 0.62863 -2.13920
H 0.79103 0.54973 1.95251

Results
Electronic energy in eV: -7760.934
Largest force on an atom in eV Å⁻¹: 1.81
E_LUMO in hartree: 0.010
SMILES: [H]/N=C1\[C@H]2C[C@@]12O
Relative energy (zero: lowest compared OMol25 entry of this formula, charge and spin) in eV: 5.5921
HOMO energy in eV: -8.249
Frontier orbital gap in Eh: 0.31327